# C36H53N5NiOSbSi

C36H53N5NiOSbSi as an isolated structure (ωB97M-V/def2-TZVPD, OMol25).

The geometry in ORCA input format:
```
! wB97M-V def2-TZVPD RIJCOSX def2/J DEFGRID3
* xyz 1 1
Ni 1.42328 -0.04502 0.11537
C 7.15344 -0.15123 1.00745
Si 6.24424 -0.68980 -0.53650
C 6.50603 -2.51384 -0.84560
C 6.77523 0.32680 -2.00864
C 4.44187 -0.41778 -0.24842
C 3.24836 -0.24825 -0.06572
H 8.22542 -0.33863 0.91668
H 6.79504 -0.69711 1.88324
H 7.01400 0.91560 1.19265
H 7.56270 -2.73009 -1.01643
H 5.94672 -2.84639 -1.72194
H 6.17718 -3.10912 0.00883
H 7.83535 0.17575 -2.22256
H 6.61937 1.39190 -1.82711
H 6.20641 0.04909 -2.89764
C -0.89291 -1.66237 3.61193
C 0.50234 -1.10121 3.86421
C 0.46401 0.34693 4.34056
Sb 1.83238 -1.33515 2.17282
C 3.77836 -1.15372 3.07034
C 4.13335 0.28158 3.44645
C 3.94190 -2.11632 4.23962
C 1.81733 -3.45177 1.78214
C 0.57190 -3.85675 0.99669
C 3.08400 -3.83708 1.02054
H -1.51186 -1.52269 4.50245
H -0.87411 -2.72944 3.39432
H -1.39563 -1.15636 2.78627
H 0.99445 -1.71582 4.62297
H 0.00359 1.00120 3.59818
H 1.45514 0.74201 4.56023
H -0.13441 0.42466 5.25173
H 4.41741 -1.45320 2.23834
H 3.63309 0.59078 4.36570
H 3.87926 0.98606 2.65290
H 5.20888 0.36148 3.62149
H 3.30600 -1.83840 5.08326
H 4.97462 -2.08676 4.59627
H 3.71816 -3.14988 3.97168
H 1.81822 -3.93906 2.76050
H 0.61943 -3.44781 -0.01619
H -0.35838 -3.51778 1.45200
H 0.52147 -4.94388 0.90234
H 3.17388 -3.27404 0.08916
H 3.05480 -4.90136 0.77410
H 3.98785 -3.65901 1.60458
N -5.58137 0.97180 0.43999
C -6.86705 0.64141 0.06878
C -8.09295 1.27604 0.25615
C -9.19831 0.63559 -0.26036
C -9.09453 -0.59328 -0.94012
C -7.88034 -1.21401 -1.12276
C -6.74569 -0.58041 -0.60873
N -5.42173 -0.96835 -0.65116
C -4.76860 -0.02893 -0.02444
C -3.31666 -0.04638 0.13970
C -2.57654 -1.02511 -0.52534
C -1.20430 -1.01085 -0.43138
N -0.53556 -0.09635 0.28940
C -1.24241 0.81551 0.96155
C -2.62063 0.87816 0.91256
H -5.30035 1.81686 0.90418
H -8.17926 2.21940 0.77853
H -10.17391 1.08698 -0.14021
H -9.99418 -1.05431 -1.32438
H -7.79365 -2.15779 -1.64345
H -3.08825 -1.76312 -1.12668
H -0.60122 -1.73336 -0.96660
H -0.67174 1.54390 1.52077
H -3.12368 1.65564 1.47072
C -4.45223 2.67984 -2.96344
C -3.47157 3.17899 -4.01691
N -2.08588 2.81271 -3.71112
C -1.47954 1.74224 -4.49397
C -2.05345 0.36504 -4.19608
C -1.45404 3.55074 -2.77054
O -1.95554 4.53416 -2.24820
C -0.08030 3.13863 -2.30844
C 0.97656 4.03808 -2.33733
C 2.18367 3.66013 -1.78046
C 2.28686 2.42906 -1.15460
N 1.25313 1.58158 -1.06537
C 0.10702 1.92861 -1.66942
H -5.47226 2.94507 -3.24284
H -4.23129 3.14368 -2.00187
H -4.40204 1.59414 -2.85591
H -3.52808 4.26436 -4.09094
H -3.70656 2.76089 -4.99601
H -0.40219 1.75919 -4.33982
H -1.64151 1.97479 -5.54968
H -2.01385 0.14017 -3.13077
H -1.49097 -0.39941 -4.73352
H -3.09536 0.29428 -4.51067
H 0.84328 5.01336 -2.78720
H 3.04165 4.31658 -1.80473
H 3.20802 2.09990 -0.69524
H -0.70974 1.22739 -1.61289
*
```

Kohn-Sham gap, eV: 7.682
Relative energy (zero: lowest compared OMol25 entry of this formula, charge and spin), kcal/mol: 0.0
HOMO energy, eV: -10.8


# C36H53NP2Yb

C36H53NP2Yb as an isolated structure (ωB97M-V/def2-TZVPD, OMol25).

The geometry in ORCA input format:
```
! wB97M-V def2-TZVPD RIJCOSX def2/J DEFGRID3
* xyz 1 2
Yb -0.00703 -0.53688 1.05619
C -0.49801 -2.91331 2.07114
C 0.84815 -2.92528 1.60540
C 0.74766 -1.54915 3.43750
C -0.55045 -2.08611 3.22586
C 1.60808 -2.04939 2.43100
C -1.66055 -3.64241 1.51111
H -1.42848 -4.09509 0.53947
H -2.53005 -2.97796 1.37894
H -1.98165 -4.44846 2.19034
C -1.72712 -1.90531 4.10434
H -2.44841 -2.72136 3.97326
H -2.24931 -0.95875 3.89888
H -1.42553 -1.87366 5.16211
C 1.15668 -0.66445 4.55159
H 0.62425 -0.91118 5.47831
H 0.92771 0.38060 4.30344
H 2.23641 -0.73177 4.73753
C 3.04720 -1.71675 2.30797
H 3.61992 -2.10784 3.16596
H 3.20344 -0.62521 2.29706
H 3.48187 -2.13273 1.38968
C 1.40489 -3.74850 0.50283
H 2.04236 -4.55638 0.89612
H 2.04046 -3.15230 -0.16947
H 0.61497 -4.21550 -0.09507
C -1.49694 0.20424 -4.57639
C -1.60889 -1.14298 -4.59502
C -0.88079 -2.03183 -5.55867
C 0.60127 -1.63553 -5.79947
C 1.29807 -1.06895 -4.59485
C 1.51971 0.25716 -4.43419
C 0.75821 1.34087 -5.14920
C -0.69936 0.99902 -5.56924
H -1.39101 -2.05774 -6.54089
H 0.65713 -0.96306 -6.67292
H -0.91406 -3.06775 -5.18702
H -0.69660 0.52536 -6.56407
H -2.17870 0.80481 -3.95745
H -2.44523 -1.64421 -4.09310
H -1.21619 1.96448 -5.70811
H 0.73288 2.23859 -4.50917
H 2.43158 0.60342 -3.93253
H 1.29544 1.64890 -6.06724
H 1.13119 -2.55320 -6.10977
H 1.86302 -1.80217 -4.00893
P -1.11709 -0.74185 -1.33623
P 2.25207 0.36525 -0.55943
C -0.21377 0.64617 -2.09615
C 1.07064 1.33883 -1.57681
H -0.94775 1.42018 -2.36430
H 0.02993 0.12945 -3.02985
H 1.65342 1.69669 -2.43870
H 0.77511 2.23116 -1.00689
C 3.26538 1.69336 0.16589
H 3.86030 1.26804 0.98405
H 2.63436 2.48776 0.57951
H 3.93172 2.10052 -0.60329
C 3.39327 -0.47699 -1.69072
H 3.92909 0.25797 -2.30448
H 2.85607 -1.18567 -2.33338
H 4.11149 -1.04205 -1.07810
C -2.87710 -0.58495 -1.63633
H -3.37613 -1.39348 -1.07978
H -3.13182 -0.64439 -2.69550
H -3.21645 0.37725 -1.22350
C -0.43101 -2.26100 -2.05266
H 0.62192 -2.41816 -1.77760
H -0.48325 -2.23329 -3.14630
H -1.01647 -3.12002 -1.69124
C 1.03417 4.86411 1.44797
C 0.13901 4.18876 0.61156
C -0.41387 2.97318 1.00967
C -0.09263 2.43261 2.28201
C 0.85926 3.09790 3.09666
C 1.39618 4.31385 2.68517
N -0.77279 1.29342 2.73897
C -1.82206 1.56544 3.62135
C -1.67156 1.41174 5.01811
C -2.66085 1.85454 5.89452
C -3.82086 2.45393 5.39798
C -4.00518 2.58280 4.01285
C -3.03380 2.11898 3.13118
H 1.43946 5.82671 1.14207
H -0.14352 4.61591 -0.35500
H -1.15725 2.44069 0.40530
H 1.10042 2.65058 4.06378
H 2.09294 4.84067 3.34249
H -0.74832 0.97550 5.39727
H -2.51411 1.73404 6.96831
H -4.58233 2.83402 6.08812
H -4.90946 3.04902 3.61785
H -3.14494 2.21648 2.05038
*
```

Kohn-Sham gap (spin up / spin down), eV: 7.066 / 6.591
Relative energy (zero: lowest compared OMol25 entry of this formula, charge and spin), kcal/mol: 40.0
HOMO energy (spin up / spin down), eV: -9.7 / -9.7
⟨S²⟩: 0.751


# C36H54Cl6O16

A 9-piece molecular cluster, C36H54Cl6O16 overall (ωB97M-V/def2-TZVPD, OMol25).

The geometry in ORCA input format:
```
! wB97M-V def2-TZVPD RIJCOSX def2/J DEFGRID3
* xyz -1 2
C 1.13741 -0.28383 4.03099
C 0.14155 -1.14818 4.36758
C -0.47639 -1.26507 5.72068
O -1.27032 -2.14013 6.05514
C 0.03622 -0.26295 6.65512
C 0.99772 0.65758 6.30500
C 1.61617 0.70758 4.97515
O 2.52454 1.46452 4.71099
O 1.38982 1.65332 7.15072
O -0.37426 -2.03015 3.50677
H 1.54933 -0.35054 3.03486
H -0.34495 -0.30566 7.66473
H 2.03074 2.24636 6.75181
H -1.16367 -2.41710 3.89238
C 2.09587 -5.06147 -3.34542
C 0.90615 -5.63025 -3.48219
C 0.58362 -7.10795 -3.65187
O -0.53589 -7.59090 -3.84851
C 1.82831 -7.92562 -3.51370
C 3.01634 -7.37480 -3.19785
C 3.30693 -5.88794 -3.27480
O 4.34759 -5.31620 -3.19856
O 4.07627 -8.14700 -2.90130
O -0.16570 -4.77162 -3.37263
H 2.17123 -4.01040 -3.10887
H 1.64020 -8.98911 -3.51135
H 4.88622 -7.63329 -2.94232
H -0.95090 -5.31130 -3.49014
C -1.70672 -0.18476 -1.46684
C -1.06326 -1.35279 -1.69802
C 0.13795 -1.79371 -0.92739
O 0.75770 -2.85162 -1.08105
C 0.44710 -0.81927 0.13191
C -0.27947 0.34050 0.34848
C -1.42775 0.81309 -0.44948
O -2.13028 1.70682 -0.07297
O 0.14276 1.26633 1.29065
O -1.54875 -2.22485 -2.61161
H -2.51958 -0.03941 -2.16292
H 1.24841 -0.97304 0.83949
H -0.36614 2.06802 1.14959
H -1.09132 -3.06765 -2.56646
C -3.23285 0.97684 3.12238
Cl -2.00027 1.96441 3.86259
Cl -4.72779 1.90180 2.87594
Cl -3.57115 -0.42024 4.12641
H -2.83835 0.65431 2.15881
C -2.39078 2.44780 -4.49542
Cl -0.69457 3.04465 -4.32365
Cl -3.08720 3.21690 -5.95867
Cl -3.34700 2.69033 -3.06485
H -2.29455 1.37770 -4.67907
C 7.07404 -4.20513 0.63513
C 5.61780 -4.43844 0.20683
O 4.98557 -3.23644 0.71740
C 3.84314 -2.89532 -0.12791
C 4.18411 -2.26691 -1.49064
H 7.50969 -3.30157 0.20866
H 7.18767 -4.09216 1.71329
H 7.62939 -5.10916 0.38534
H 5.49396 -4.50584 -0.87401
H 5.14876 -5.28320 0.71127
H 3.19675 -3.76131 -0.27054
H 3.16687 -2.18899 0.35360
H 3.38173 -2.35004 -2.22370
H 5.14031 -2.72264 -1.74772
H 4.41671 -1.23714 -1.21943
C -5.04830 -0.60829 -4.46494
C -4.53735 -0.93824 -5.84279
O -5.69712 -1.25448 -6.68855
C -5.46643 -1.73455 -7.98818
C -6.75230 -2.10059 -8.76083
H -5.76927 -1.28328 -4.00376
H -4.23056 -0.37791 -3.78206
H -5.66031 0.26556 -4.68841
H -3.83264 -0.23336 -6.28395
H -3.95064 -1.84964 -5.72790
H -4.89052 -1.05200 -8.61313
H -4.89780 -2.64981 -7.82367
H -7.51765 -1.34199 -8.92478
H -7.28527 -2.97466 -8.38664
H -6.53556 -2.35608 -9.79806
C 1.91002 4.13851 0.09773
C 0.65415 5.01811 0.08283
O -0.52005 4.33354 0.51525
C -1.61247 5.23071 0.76788
C -2.91021 4.49920 1.04126
H 2.68151 4.52972 -0.56547
H 2.36484 4.04884 1.08424
H 1.67122 3.12053 -0.21018
H 0.76100 5.96417 0.61353
H 0.36699 5.35087 -0.91463
H -1.23645 5.82134 1.60325
H -1.79273 5.92847 -0.04988
H -3.40860 5.08364 1.81465
H -2.77362 3.59980 1.64168
H -3.55925 4.32030 0.18403
C 1.64584 6.48660 7.81233
C 1.09036 6.65371 6.42063
O 1.34662 5.46741 5.64757
C 0.39029 5.26895 4.57568
C 0.73949 4.05537 3.70370
H 0.91632 5.86306 8.32913
H 2.67658 6.13388 7.84797
H 1.58659 7.47591 8.26606
H 0.03159 6.86971 6.56373
H 1.51227 7.49942 5.87761
H -0.62895 5.12804 4.93540
H 0.33802 6.23657 4.07659
H -0.01173 3.87137 2.93564
H 0.73900 3.34725 4.53235
H 1.71031 4.22855 3.23934
*
```

Kohn-Sham gap (spin up / spin down), eV: 3.250 / 5.376
HOMO energy (spin up / spin down), eV: -3.0 / -5.2
⟨S²⟩: 0.771